Entry 1:
# C48H43N8O3PRuS2

C48H43N8O3PRuS2 as an isolated structure in a non-equilibrium geometry (ωB97M-V/def2-TZVPD, the Open Molecules 2025 dataset).

Output
E_LUMO (spin up / spin down)   -2.991 / -2.782 eV
Total charge   +1
HOMO-LUMO gap (spin up / spin down)   7.21 / 7.47 eV
Spin multiplicity   2
HOMO level (spin up / spin down)   -10.198 / -10.247 eV
<S²>   0.761

Positions of all 106 atoms, in Å:
C1 -2.46538 1.77115 -4.09055
C2 0.37823 4.20764 1.73909
N1 0.75859 -3.19431 -0.75390
C3 1.88341 -2.20944 2.60413
C4 3.65890 4.12038 3.15883
C5 -4.37879 -1.37418 3.93142
N2 1.60948 4.14673 2.46642
N3 -2.05941 -2.45656 -1.25998
N4 2.86030 3.44689 4.06392
H1 -4.06633 -3.99687 -0.41853
C6 -3.14040 -1.47047 4.54871
C7 0.80976 -1.32639 2.49073
H2 2.99283 -0.88233 0.75567
C8 -3.30384 -1.38014 1.78568
C9 1.08221 -0.48759 -3.51218
H3 -1.02451 -1.61573 4.28069
C10 0.10867 -5.46760 -0.09770
H4 2.30497 2.77143 0.06464
O1 2.69228 -1.20390 -0.10243
H5 -0.53508 -7.36865 0.62952
H6 -1.90154 -3.32185 -0.75619
C11 2.99333 -0.69697 4.10592
C12 -5.74040 -2.77048 -0.97421
C13 4.73687 5.48700 1.03789
H7 -1.59170 -2.50478 -2.16044
C14 -1.46845 2.28911 -3.29374
H8 3.80062 -2.58647 3.48144
C15 -1.98266 -1.53139 3.78572
H9 1.92801 1.10640 4.57370
C16 1.49698 -0.24092 -6.05737
N5 -0.36220 0.89158 0.52033
C17 0.14903 -4.09571 0.14206
O2 3.66564 1.05188 -2.03596
H10 1.57573 -2.70585 -0.38328
H11 1.87105 -3.15714 2.08142
C18 -4.46024 -1.32718 2.54631
C19 -0.48896 -3.55708 1.25938
S1 2.41999 1.40673 -2.67493
H12 3.68642 2.84873 -5.08540
C20 -1.08874 -5.78325 1.96961
H13 3.22689 -0.74917 -0.77359
C21 5.55939 5.03978 2.09891
P1 -0.56874 -1.74186 1.37972
N6 1.65752 3.47103 3.63726
C22 -5.18805 -0.70055 -2.05816
H14 -0.00176 0.55978 3.16101
H15 1.01599 -3.59586 -1.64609
Ru1 -0.30336 -0.75327 -0.80131
H16 2.20826 1.02500 -0.06991
H17 -3.07164 -1.50200 5.62797
C23 -4.39255 -3.07343 -0.88502
H18 -0.31657 2.06953 -1.54610
C24 -6.14017 -1.57850 -1.56754
H19 -5.41999 -1.24545 2.05279
H20 -5.27931 -1.33360 4.52993
C25 3.38013 5.26905 1.02005
N7 -0.14957 2.89793 1.37538
O3 1.85635 2.69033 -2.35294
H21 -2.19878 3.22104 1.94988
H22 2.48675 1.75886 1.51246
H23 0.87056 -1.08596 -6.30999
H24 -0.38634 4.69141 2.34403
H25 -2.72357 2.23516 -5.03346
C26 5.03914 4.35555 3.16840
H26 0.58125 -5.87113 -0.98484
H27 -6.47463 -3.46362 -0.58576
C27 -0.51123 -6.30280 0.81413
C28 2.97444 -1.89226 3.40291
C29 -3.16242 0.66541 -3.64032
C30 2.89136 1.63764 -6.68999
C31 -2.05824 -1.49269 2.39356
H28 3.83765 -0.44994 4.73595
C32 0.50071 1.87165 0.78750
C33 1.96082 1.86649 0.55935
H29 -1.56945 -4.01692 3.06467
H30 6.61975 5.24710 2.05885
C34 -1.11100 1.62943 -2.12438
C35 -3.82401 -0.99038 -1.98137
C36 2.86124 4.56889 2.11508
H31 -5.49607 0.24187 -2.49203
C37 2.11018 0.53518 -7.03198
C38 -2.83063 0.00671 -2.45826
H32 -7.19045 -1.33097 -1.64026
H33 -2.48857 0.74308 0.85358
H34 -4.00079 0.28972 -4.21344
H35 0.54839 4.80342 0.84244
C39 0.83734 -0.12606 3.20676
C40 -1.69763 0.42749 -1.70546
H36 2.76482 5.61424 0.19997
H37 -0.93170 3.18488 -3.57930
H38 1.97230 0.28809 -8.07597
C41 1.91838 0.17923 4.01823
H39 -3.37579 -1.31895 0.71045
S2 0.11922 -1.84995 -3.53834
C42 -1.08200 -4.41743 2.18629
C43 -1.59886 1.32540 0.97550
C44 -3.44890 -2.18968 -1.39384
H40 3.34337 2.23407 -7.47100
C45 -1.47673 2.55775 1.50817
C46 3.08800 1.99128 -5.36070
C47 1.69381 0.10903 -4.73343
H41 5.19337 6.01995 0.21469
H42 5.65651 4.00852 3.98508
H43 -1.55936 -6.44142 2.68671
N8 1.36672 0.15787 -2.38801
C48 2.48358 1.19270 -4.41132


Entry 2:
# C12H16N2O

A 2-piece molecular cluster, C12H16N2O overall in a non-equilibrium geometry (ωB97M-V/def2-TZVPD, the Open Molecules 2025 dataset).

Output
E_LUMO (spin up / spin down)   3.535 / 3.410 eV
Total charge   -1
HOMO-LUMO gap (spin up / spin down)   3.39 / 6.71 eV
Spin multiplicity   2
HOMO level (spin up / spin down)   0.143 / -3.301 eV
<S²>   0.778

Positions of all 31 atoms, in Å:
C1 -0.91088 -0.47207 -2.16969
H1 -2.44033 -0.65288 1.40209
H2 -0.29421 -2.27574 1.85839
C2 -0.99089 -1.36981 0.06806
H3 -3.75249 0.49300 -0.47442
N1 -0.24631 -2.24191 0.82288
H4 1.42575 -3.68137 0.26459
H5 -2.46000 0.94142 -2.70986
H6 -0.62096 3.43409 1.63448
H7 1.33931 0.37724 3.72428
C3 1.76696 -2.26938 -2.21990
C4 1.33577 1.84720 2.15186
H8 2.72429 -1.67610 -2.09351
C5 -0.36439 -1.35222 -1.18761
H9 1.73985 2.07218 0.23630
H10 -0.72709 3.43454 -0.08496
C6 0.72993 -2.23475 -1.21280
N2 0.96641 0.64850 2.80793
C7 0.77657 2.09608 0.83751
C8 0.88328 -2.68074 0.13592
H11 0.47361 4.41825 0.59677
C9 -0.06022 3.28046 0.71102
H12 -0.40101 -0.23495 -3.14232
C10 -2.02482 0.26662 -1.87648
H13 0.72793 -0.15269 2.17894
H14 2.21357 -3.40222 -2.17724
C11 -2.73045 0.06144 -0.58600
H15 0.14016 1.33074 0.42188
O1 1.69806 2.77035 2.89945
H16 1.26351 -2.05303 -3.18055
C12 -2.18090 -0.72225 0.36299


Entry 3:
# C4H2N3P

One molecule with the formula C4H2N3P in a non-equilibrium geometry (ωB97M-V/def2-TZVPD, the Open Molecules 2025 dataset).

Output
E_LUMO   -1.029 eV
HOMO-LUMO gap   8.43 eV
Spin multiplicity   1
HOMO level   -9.455 eV

Positions of all 10 atoms, in Å:
N1 -1.00998 -1.39821 -2.58945
H1 -0.63696 -0.63663 0.85901
P1 0.06854 -0.02217 -0.25289
C1 -0.70246 -0.94027 -1.58662
C2 2.61616 -1.05969 -0.63284
C3 2.08432 1.22334 -1.29145
N2 2.19596 2.21057 -1.86126
N3 3.32537 -1.94884 -0.55618
H2 -0.58262 1.25295 -0.13414
C4 1.78048 0.05479 -0.56836


Entry 4:
# CH6NS

A 2-piece molecular cluster, CH6NS overall (ωB97M-V/def2-TZVPD, the Open Molecules 2025 dataset).

Output
E_LUMO   3.999 eV
Total charge   -1
HOMO-LUMO gap   6.53 eV
Spin multiplicity   1
HOMO level   -2.526 eV

Positions of all 9 atoms, in Å:
C1 1.10039 1.05805 -0.21163
H1 -2.81523 -2.66511 0.55797
H2 -0.86988 0.81065 0.27541
H3 1.45613 1.08493 0.81767
H4 -0.12884 -0.55834 -0.27194
N1 -0.20300 0.44652 -0.38509
S1 -1.47691 -2.76712 0.62016
H5 1.11203 2.08815 -0.59880
H6 1.82530 0.50225 -0.80374


Entry 5:
# CH2O4S2

One molecule with the formula CH2O4S2 in a non-equilibrium geometry (ωB97M-V/def2-TZVPD, the Open Molecules 2025 dataset).

Output
E_LUMO   -0.700 eV
HOMO-LUMO gap   9.04 eV
Spin multiplicity   1
HOMO level   -9.740 eV

Positions of all 9 atoms, in Å:
H1 2.44139 0.40715 0.59995
H2 1.72662 -1.09699 -0.08977
S1 0.24159 0.52720 -0.09526
C1 1.75414 -0.05655 0.00077
O1 -0.05424 1.92368 -0.17252
O2 -0.76195 -0.36519 1.12812
O3 -2.97843 -0.01990 -0.21636
S2 -1.86677 -0.89202 -0.00238
O4 -0.50235 -0.42738 -1.15255


Entry 6:
# C32H22F3N2O2RhSSb

C32H22F3N2O2RhSSb as an isolated structure in a non-equilibrium geometry (ωB97M-V/def2-TZVPD, the Open Molecules 2025 dataset).

Output
E_LUMO   -4.223 eV
Total charge   +1
HOMO-LUMO gap   7.32 eV
Spin multiplicity   1
HOMO level   -11.547 eV

Positions of all 64 atoms, in Å:
H1 5.46243 0.42870 -1.12267
C1 -4.61309 -1.77874 -0.95971
F1 -0.25954 4.97865 3.45190
H2 -6.73224 -1.95744 -0.68858
C2 3.43670 0.95540 -1.65460
C3 -6.00711 -0.12752 0.15022
O1 -1.53705 -2.07341 -1.57132
C4 0.60557 2.32707 2.36200
C5 4.52405 -3.66828 -1.06436
H3 3.46431 -4.68228 1.98798
H4 -6.99159 0.18246 0.47372
H5 2.47190 -2.44053 1.97018
C6 4.82765 2.20393 3.76446
C7 5.38258 1.60528 -2.90914
H6 5.01322 2.79107 -4.65610
N1 -1.42595 -0.00401 -0.52528
C8 0.69011 4.22168 4.01162
C9 0.48420 2.76670 3.68418
C10 3.26323 -1.93892 0.01981
F2 1.87355 4.65121 3.55190
H7 5.42269 3.68761 2.33492
N2 0.39826 1.04068 2.06905
C11 4.82014 0.94251 -1.82905
C12 4.14762 1.01101 3.96790
H8 -4.49178 -2.72098 -1.47733
H9 4.77961 -5.47606 0.05386
C13 3.05974 -2.76708 1.12128
C14 4.28043 2.12212 1.42330
Rh1 0.22808 1.02618 0.16700
C15 3.53506 0.37343 2.89885
H10 -5.01658 1.63245 0.92591
H11 6.45628 1.60146 -3.04288
H12 0.05794 2.14954 5.67298
F3 0.66127 4.42858 5.33177
C16 -2.07391 -1.15175 -1.02490
C17 -3.53276 -0.96110 -0.71014
C18 3.19378 2.28998 -3.64429
C19 4.89591 2.75589 2.49435
C20 -3.68009 0.24167 -0.03119
H13 -0.30201 -0.24531 5.04440
H14 -0.08063 -0.89677 2.63607
H15 4.10476 -1.76802 -1.96026
H16 2.56248 2.81087 -4.35165
C21 3.61259 -4.03771 1.13179
H17 4.32691 2.57584 0.44143
H18 5.30647 2.70252 4.59698
H19 4.09791 0.57422 4.95731
O2 -1.86919 1.78070 0.72500
C22 -5.85955 -1.34150 -0.51650
C23 4.56994 2.27566 -3.81444
C24 4.34905 -4.48367 0.04251
C25 2.62668 1.63019 -2.56293
C26 0.07038 0.11617 2.98498
H20 1.54829 1.64396 -2.44441
C27 -2.31521 0.79181 0.11286
C28 3.60094 0.92382 1.61970
S1 0.98806 3.10894 0.87717
Sb1 2.56834 0.03352 0.00728
H21 5.08434 -4.02366 -1.91894
C29 3.97403 -2.39322 -1.08612
C30 -0.04819 0.49153 4.29725
C31 -4.90986 0.68866 0.40836
C32 0.15529 1.83588 4.64237
H22 3.01138 -0.55777 3.08059


Energy values, unit Eh, following the record order: -3751.13730; -651.52632; -659.12368; -494.66023; -1136.50158; -2540.99717.